[1]
An isolated molecule of C21H24N2O6S, computed with ωB97M-V/def2-TZVPD.

Properties
**Frontier orbital gap**: 0.3232 Ha
**Highest occupied orbital energy**: -0.310 Ha

The geometry in ORCA input format:
```
! RIJCOSX wB97M-V def2-TZVPD def2/J DEFGRID3
* xyz 0 1
H 3.746 0.812 -2.748
H 0.959 0.681 0.778
H 3.868 4.666 3.855
N -3.567 0.837 -2.385
C 1.920 0.369 -3.809
H -2.875 -0.956 3.176
C 1.246 3.145 1.134
O -1.077 -1.637 1.230
C -1.848 -0.626 3.309
H -1.627 -0.572 4.371
C -0.628 0.653 -0.544
C 0.668 3.098 -0.263
H 3.912 0.743 -4.511
S -1.011 2.350 -0.215
O 1.462 2.163 1.804
H -1.751 0.368 2.878
O 1.250 -0.144 -2.653
C 3.492 4.443 2.861
C -2.618 0.435 -1.876
H -0.930 -2.585 3.068
C -1.460 -0.098 -1.296
C -3.903 -4.036 -0.623
C 0.947 -1.134 -0.157
C 1.061 -1.466 -2.597
H 3.943 5.129 2.149
C 1.978 4.588 2.848
H -1.413 -1.775 -2.599
C -3.825 -4.042 0.757
H -3.099 -3.221 -2.426
C -3.041 -3.232 -1.347
H -4.492 -4.661 1.337
C 3.431 0.290 -3.649
O 1.391 -2.235 -3.456
O 1.846 -1.593 0.504
H 0.551 4.103 -0.661
C 0.315 -1.866 -1.328
H 0.151 -1.219 2.739
H 1.674 5.600 3.120
N 0.513 0.152 0.023
C -2.895 -3.252 1.410
H 0.461 -2.941 -1.191
C -1.183 -1.563 -1.546
O 1.447 4.388 1.531
C -0.875 -1.583 2.629
C -2.026 -2.444 0.686
H 1.580 1.403 -3.898
H 1.600 -0.203 -4.685
H 3.740 -0.750 -3.578
H 3.774 3.425 2.601
H 1.519 3.862 3.527
H 1.285 2.487 -0.920
C -2.098 -2.436 -0.716
H -2.860 -3.270 2.487
H -4.629 -4.648 -1.133
*
```

[2]
A structure of composition C21H24N3O4PRuS4, computed with ωB97M-V/def2-TZVPD.

Properties
**Frontier orbital gap (alpha / beta)**: 0.2632 / 0.2316 Ha
**Highest occupied orbital energy (alpha / beta)**: -0.170 / -0.166 Ha

The geometry in ORCA input format:
```
! RIJCOSX wB97M-V def2-TZVPD def2/J DEFGRID3
* xyz -1 2
C 3.028 2.407 0.342
C 0.116 -3.169 0.160
H 3.644 3.055 0.963
C 0.561 1.444 4.446
N -0.801 1.264 -2.390
H -0.510 3.169 3.745
N 2.654 0.029 -0.185
S 3.293 -1.543 -2.850
C -2.993 -0.719 -1.032
H 2.430 0.865 1.726
O 0.685 2.229 -0.219
N -2.478 1.678 -3.722
C -0.214 2.149 3.536
C -1.478 -2.613 1.860
C 1.607 2.956 0.355
H 0.732 -2.871 -0.674
O -2.282 -1.616 -1.531
H 4.100 0.730 1.175
H -2.916 -0.085 1.037
O -4.170 -0.404 -1.284
H -0.131 -0.439 -4.522
H 0.906 -1.444 2.723
H -2.316 1.126 -0.088
H -1.063 2.989 -1.141
C 0.587 -0.432 2.943
C 0.049 -4.502 0.537
H -1.700 -0.179 -5.306
H -3.152 1.533 -4.450
H -2.074 -1.877 2.389
P -0.572 -0.441 0.361
H -0.849 -5.938 1.857
C -1.426 2.437 -1.988
H 3.412 2.440 -0.682
C -2.319 0.060 0.133
C -2.482 2.685 -2.790
C -0.788 -4.895 1.570
H 2.577 -0.909 0.199
H 0.858 1.904 5.380
C -1.449 0.846 -3.473
H -3.215 3.470 -2.784
H 0.641 -5.238 0.007
C 0.957 0.148 4.148
S 3.910 0.537 -3.092
Ru 0.935 0.517 -1.309
C -0.191 0.267 2.018
O 1.348 4.009 0.909
H -1.567 -1.221 -3.852
H -1.162 2.143 1.624
H 3.396 -0.016 -0.889
C -1.557 -3.948 2.228
C -1.197 -0.320 -4.348
C -0.589 1.565 2.335
H -2.222 -4.247 3.030
S 2.149 1.516 -3.100
H 1.561 -0.413 4.851
C -0.642 -2.211 0.823
C 3.082 0.977 0.860
S 1.287 -1.450 -2.572
*
```

[3]
An isolated molecule of C21H24N4O3, computed with ωB97M-V/def2-TZVPD.

Properties
**Frontier orbital gap**: 0.3309 Ha
**Highest occupied orbital energy**: -0.320 Ha

The geometry in ORCA input format:
```
! RIJCOSX wB97M-V def2-TZVPD def2/J DEFGRID3
* xyz 0 1
H -1.819 0.224 2.000
O -5.123 0.231 0.333
C -4.329 -1.887 1.108
C 5.843 0.664 0.611
C 4.479 0.896 0.739
O -0.598 2.187 -0.321
N 1.304 0.338 1.685
H -2.529 2.698 -1.586
H -3.774 0.556 -1.946
H -4.682 -1.574 2.087
C 2.367 -0.275 1.289
H 6.360 0.007 1.295
H -3.878 3.290 -0.587
C -5.097 -1.152 0.022
O -1.291 -1.240 -0.043
H -6.133 -1.521 -0.044
H 4.421 -1.767 0.208
C 1.042 -1.735 -0.129
H -6.279 0.585 -1.340
C -4.312 1.455 -1.641
C -3.343 2.393 -0.922
H -3.384 1.148 0.744
C -5.494 1.068 -0.744
N 5.964 2.109 -1.282
H 2.825 1.978 -0.114
H -4.610 -1.320 -0.947
H 4.237 3.007 -1.887
N 0.107 -0.018 1.237
H -4.477 -2.958 1.002
H -0.626 1.510 2.397
H 4.240 -0.564 2.292
C -0.146 -1.014 0.321
C 3.292 -3.068 -1.043
C 3.880 1.759 -0.172
H 1.932 -4.242 -2.218
C 2.313 -1.359 0.343
H -5.916 1.969 -0.285
C -0.995 0.834 1.624
C 4.667 2.333 -1.158
C 2.029 -3.437 -1.504
H 7.597 1.139 -0.543
C 3.437 -2.046 -0.133
H 3.434 0.987 2.594
H -3.268 -1.672 1.014
H -0.080 -3.030 -1.394
C 0.912 -2.773 -1.053
C 3.668 0.243 1.828
C 6.534 1.295 -0.411
H -4.694 1.949 -2.535
C -1.423 1.653 0.391
H 4.165 -3.590 -1.406
N -2.748 1.738 0.221
*
```